Model P:
Formula: C24H36O18
Source: the OMol25 dataset
Level of theory: ωB97M-V with the def2-TZVPD basis set

Computed properties:
SMILES: C[C@H]1COC(=O)O1.C[C@H]1COC(=O)O1.C[C@H]1COC(=O)O1.C[C@H]1COC(=O)O1.C[C@H]1COC(=O)O1.C[C@H]1COC(=O)O1
Orbital gap (eV): 10.63
E_HOMO (eV): -10.52
Multiplicity: 1

Positions of all 78 atoms, in Å:
C -0.011 10.803 -11.192
C -1.127 10.265 -10.401
C -2.300 9.624 -11.238
O -2.321 8.305 -10.783
C -1.471 8.099 -9.885
O -1.471 7.073 -9.212
O -0.619 9.142 -9.710
H 0.442 10.049 -11.836
H 0.813 11.130 -10.559
H -0.382 11.677 -11.727
H -1.490 11.037 -9.723
H -2.043 9.821 -12.278
H -3.249 10.043 -10.903
C -7.938 20.689 -11.510
C -7.652 19.572 -12.401
C -6.531 19.879 -13.418
O -5.629 18.830 -13.036
C -5.999 18.023 -12.068
O -5.473 16.945 -11.802
O -7.145 18.508 -11.570
H -7.041 21.126 -11.072
H -8.577 20.384 -10.682
H -8.537 21.498 -11.927
H -8.558 19.217 -12.892
H -6.192 20.897 -13.227
H -6.827 19.761 -14.460
C -16.680 23.556 -18.990
C -16.494 23.210 -17.506
C -15.869 21.940 -17.065
O -14.898 22.392 -16.138
C -14.946 23.733 -15.998
O -14.304 24.434 -15.201
O -15.736 24.243 -16.856
H -17.200 24.505 -19.117
H -17.356 22.849 -19.472
H -15.720 23.492 -19.502
H -17.438 23.327 -16.973
H -15.450 21.361 -17.887
H -16.546 21.279 -16.525
C -15.045 13.771 -7.934
C -14.170 15.026 -8.001
C -13.952 15.476 -9.376
O -14.123 16.860 -9.351
C -14.812 17.219 -8.276
O -15.148 18.389 -7.944
O -14.929 16.072 -7.501
H -15.470 13.391 -7.004
H -14.546 12.980 -8.493
H -15.923 14.118 -8.479
H -13.202 15.015 -7.500
H -14.560 15.094 -10.196
H -12.919 15.247 -9.638
C -9.439 13.517 -15.969
C -10.071 13.637 -17.395
C -11.616 13.695 -17.314
O -11.780 15.006 -17.758
C -10.683 15.677 -17.964
O -10.605 16.828 -18.165
O -9.696 14.861 -17.903
H -9.617 12.496 -15.631
H -9.955 14.118 -15.220
H -8.350 13.473 -15.937
H -9.857 12.767 -18.016
H -11.831 13.554 -16.255
H -12.073 12.921 -17.930
C -10.202 23.655 -22.646
C -8.794 23.901 -22.182
C -8.560 23.830 -20.690
O -7.329 23.098 -20.602
C -7.033 22.567 -21.726
O -5.981 21.933 -22.030
O -7.987 22.914 -22.693
H -10.831 24.500 -22.366
H -10.524 22.727 -22.174
H -10.181 23.544 -23.730
H -8.380 24.838 -22.554
H -9.355 23.323 -20.142
H -8.565 24.840 -20.280



Model Q:
Formula: C24H36O18
Source: the OMol25 dataset
Level of theory: ωB97M-V with the def2-TZVPD basis set

Computed properties:
SMILES: C[C@H]1COC(=O)O1.C[C@H]1COC(=O)O1.C[C@H]1COC(=O)O1.C[C@H]1COC(=O)O1.C[C@H]1COC(=O)O1.C[C@H]1COC(=O)O1
Orbital gap (eV): 10.63
E_HOMO (eV): -10.41
Multiplicity: 1

Positions of all 78 atoms, in Å:
C -1.800 -1.605 0.035
C -0.567 -2.037 -0.856
C 0.189 -0.844 -1.479
O 1.512 -0.995 -0.976
C 1.638 -2.126 -0.263
O 2.651 -2.413 0.356
O 0.437 -2.753 -0.079
H -2.056 -2.464 0.654
H -2.602 -1.200 -0.584
H -1.564 -0.698 0.591
H -0.869 -2.648 -1.706
H -0.094 0.162 -1.167
H 0.183 -0.962 -2.562
C 4.061 1.876 2.562
C 5.456 2.350 2.835
C 6.591 2.130 1.832
O 7.218 3.383 1.702
C 6.542 4.329 2.331
O 6.791 5.550 2.362
O 5.448 3.783 2.898
H 3.774 2.322 1.610
H 3.518 2.309 3.402
H 3.888 0.811 2.405
H 5.747 1.918 3.793
H 6.233 1.932 0.822
H 7.224 1.287 2.110
C -7.763 3.733 -1.734
C -6.339 4.218 -2.259
C -5.921 5.566 -1.699
O -4.600 5.313 -1.243
C -4.276 4.015 -1.333
O -3.215 3.602 -0.908
O -5.245 3.345 -1.978
H -7.750 3.803 -0.646
H -7.856 2.685 -2.022
H -8.546 4.386 -2.120
H -6.312 4.331 -3.343
H -6.593 5.837 -0.884
H -5.887 6.446 -2.342
C -6.699 -6.962 -3.954
C -6.011 -5.563 -4.266
C -5.230 -4.869 -3.089
O -3.920 -4.757 -3.547
C -3.813 -5.388 -4.693
O -2.761 -5.369 -5.389
O -4.965 -5.685 -5.187
H -5.855 -7.648 -4.024
H -7.474 -7.174 -4.691
H -6.990 -6.990 -2.904
H -6.734 -4.836 -4.636
H -5.197 -5.378 -2.126
H -5.703 -3.917 -2.845
C 8.273 -3.606 -0.682
C 8.585 -2.142 -0.308
C 9.594 -2.071 0.855
O 10.565 -1.142 0.426
C 10.335 -0.760 -0.856
O 11.043 -0.132 -1.562
O 9.187 -1.237 -1.242
H 7.760 -4.094 0.147
H 9.202 -4.165 -0.790
H 7.607 -3.661 -1.543
H 7.716 -1.577 0.030
H 10.162 -2.987 1.013
H 9.143 -1.718 1.782
C -1.306 2.249 4.519
C -2.802 2.596 4.703
C -3.427 3.659 3.798
O -4.543 2.872 3.394
C -4.309 1.607 3.594
O -4.967 0.673 3.158
O -3.549 1.416 4.489
H -1.022 1.314 5.003
H -0.715 3.093 4.873
H -1.043 2.056 3.479
H -2.844 2.975 5.724
H -2.768 4.034 3.015
H -3.773 4.604 4.215



Most favorable structure: model Q. The second most favorable one is 0.0045 hartree above it.



Model P:
Formula: C2H9NS
Source: the OMol25 dataset
Level of theory: ωB97M-V with the def2-TZVPD basis set

Computed properties:
SMILES: [H][H].C1CS1.N
Orbital gap (eV): 9.62
E_HOMO (eV): -8.70
Multiplicity: 1

Positions of all 13 atoms, in Å:
H -2.192 3.095 1.111
H -1.694 3.190 1.630
C 0.605 0.641 1.816
C 0.570 -0.324 0.702
S 1.564 1.184 0.342
H -0.295 1.229 1.960
H 1.116 0.457 2.751
H -0.303 -0.406 0.070
H 1.058 -1.276 0.877
N -0.155 -1.970 -2.532
H -0.959 -1.956 -3.159
H 0.344 -2.769 -2.874
H 0.341 -1.097 -2.694



Model Q:
Formula: C2H9NS
Source: the OMol25 dataset
Level of theory: ωB97M-V with the def2-TZVPD basis set

Computed properties:
SMILES: CNC.S
Orbital gap (eV): 9.44
E_HOMO (eV): -8.55
Multiplicity: 1

Positions of all 13 atoms, in Å:
C 0.401 -0.221 0.429
N 0.977 -0.121 -0.834
C 1.764 1.108 -1.000
H -0.116 -1.230 0.382
H -0.343 0.539 0.552
H 1.223 -0.224 1.300
H 0.220 -0.163 -1.663
H 2.381 1.150 -0.125
H 2.474 0.848 -1.883
H 1.167 2.012 -1.152
S -3.374 -1.676 0.875
H -3.479 -0.372 0.972
H -3.295 -1.649 2.146



Most favorable structure: model Q. The second most favorable one is 0.0031 hartree above it.



Model P:
Formula: C2H9NS
Source: the OMol25 dataset
Level of theory: ωB97M-V with the def2-TZVPD basis set

Computed properties:
SMILES: CSC.N
Orbital gap (eV): 9.48
E_HOMO (eV): -8.48
Multiplicity: 1

Positions of all 13 atoms, in Å:
C 0.464 -1.629 0.039
S -1.128 -1.156 -0.674
C -2.208 -2.575 -0.249
H 1.277 -1.461 -0.660
H 0.475 -2.725 0.154
H 0.553 -1.248 1.042
H -1.860 -3.525 -0.654
H -2.160 -2.659 0.827
H -3.140 -2.301 -0.729
N 3.410 5.745 1.207
H 3.180 6.509 0.588
H 4.034 6.028 1.937
H 2.849 4.932 1.338



Model Q:
Formula: C2H9NS
Source: the OMol25 dataset
Level of theory: ωB97M-V with the def2-TZVPD basis set

Computed properties:
SMILES: [H][H].C1CS1.N
Orbital gap (eV): 9.80
E_HOMO (eV): -8.91
Multiplicity: 1

Positions of all 13 atoms, in Å:
H 2.621 0.678 6.951
H 2.837 1.397 6.968
C 0.501 0.035 -1.590
C 0.273 0.128 -3.045
S 1.227 1.511 -2.277
H 1.093 -0.778 -1.190
H -0.294 0.297 -0.900
H 1.008 -0.436 -3.600
H -0.707 0.226 -3.483
N -2.248 -1.023 0.592
H -2.516 -0.650 -0.310
H -2.569 -0.387 1.306
H -1.226 -0.998 0.576



Most favorable structure: model P. The second most favorable one is 0.0442 hartree above it.



Model P:
Formula: C2H9NS
Source: the OMol25 dataset
Level of theory: ωB97M-V with the def2-TZVPD basis set

Computed properties:
SMILES: [H][H].C1CS1.N
Orbital gap (eV): 9.82
E_HOMO (eV): -8.90
Multiplicity: 1

Positions of all 13 atoms, in Å:
H -5.488 -3.720 2.697
H -5.593 -4.115 2.110
C 1.367 0.267 -1.846
C 1.992 -0.175 -0.564
S 2.537 -1.082 -2.052
H 0.335 0.050 -2.051
H 1.687 1.275 -2.086
H 1.481 -0.851 0.109
H 2.769 0.429 -0.116
N -0.339 2.171 0.753
H 0.514 1.680 0.523
H -1.114 1.510 0.855
H -0.149 2.561 1.668



Model Q:
Formula: C2H9NS
Source: the OMol25 dataset
Level of theory: ωB97M-V with the def2-TZVPD basis set

Computed properties:
SMILES: CNC.S
Orbital gap (eV): 10.18
E_HOMO (eV): -9.16
Multiplicity: 1

Positions of all 13 atoms, in Å:
C 0.390 0.917 -1.092
N -0.082 0.626 0.277
C 1.001 -0.047 1.008
H 1.182 1.664 -1.266
H -0.458 1.312 -1.660
H 0.738 0.025 -1.615
H -0.160 1.577 0.632
H 1.973 0.447 0.926
H 0.774 -0.045 2.078
H 1.020 -1.089 0.697
S -1.940 -2.301 0.303
H -2.224 -2.036 -0.949
H -2.214 -1.050 0.661



Most favorable structure: model Q. The second most favorable one is 0.0330 hartree above it.



Model P:
Formula: C8H17N4
Source: the OMol25 dataset
Level of theory: ωB97M-V with the def2-TZVPD basis set

Computed properties:
Orbital gap (alpha / beta) (eV): 7.48 / 7.48
E_HOMO (alpha / beta) (eV): -10.73 / -10.73
Net charge: +1
Multiplicity: 1

Positions of all 29 atoms, in Å:
C 0.607 -2.141 1.113
C -2.288 -0.450 0.540
C 1.997 -0.190 0.422
C -1.206 -1.015 -0.321
C 3.144 0.449 0.639
C -1.751 -1.689 -1.587
C 3.554 1.684 -0.073
C -1.913 1.821 -0.165
N -0.539 -2.055 0.478
N -3.454 1.175 1.548
N -2.582 0.827 0.688
N 1.672 -1.364 1.111
H 0.703 -3.018 1.747
H -2.873 -1.128 1.140
H 1.294 0.163 -0.313
H -0.483 -0.253 -0.604
H 3.847 0.064 1.368
H -0.950 -2.164 -2.148
H -2.224 -0.946 -2.222
H -2.498 -2.435 -1.333
H 2.777 2.042 -0.743
H 4.458 1.490 -0.654
H 3.801 2.470 0.645
H -1.874 1.481 -1.199
H -2.477 2.756 -0.129
H -0.903 2.017 0.208
H -1.188 -2.811 0.670
H -3.665 2.168 1.522
H 2.426 -1.665 1.722



Model Q:
Formula: C8H17N4
Source: the OMol25 dataset
Level of theory: ωB97M-V with the def2-TZVPD basis set

Computed properties:
SMILES: CC(C)(C)[C@@]1(N)CC=NC(=[NH2+])N1
Orbital gap (eV): 9.17
E_HOMO (eV): -13.57
Net charge: +1
Multiplicity: 1

Positions of all 29 atoms, in Å:
C -2.367 -0.957 0.016
C -1.213 0.208 -0.187
C -1.106 0.651 -1.630
C -1.756 1.334 0.675
C 0.209 -0.368 0.300
N 0.049 -0.772 1.777
C 0.683 -1.496 -0.537
C 2.117 -1.640 -0.191
N 2.949 -0.653 -0.060
C 2.409 0.605 -0.108
N 3.205 1.649 -0.191
N 1.124 0.722 0.228
H -3.275 -0.444 0.135
H -2.107 -1.676 0.849
H -2.383 -1.660 -0.984
H -0.713 1.762 -1.787
H -0.407 0.102 -2.329
H -2.043 0.702 -2.092
H -2.857 1.689 0.488
H -1.246 2.288 0.848
H -1.923 0.909 1.749
H 0.424 -1.684 2.000
H -0.854 -0.731 2.145
H 0.771 -1.201 -1.632
H -0.029 -2.273 -0.437
H 2.656 -2.549 0.214
H 4.069 1.374 0.154
H 2.905 2.619 -0.110
H 0.712 1.488 0.697



Most favorable structure: model Q. The second most favorable one is 0.0490 hartree above it.